Here is C4H5NO4 in the gas phase at a distorted geometry from OMol25. Energies are from wB97M-V/def2-TZVPD.

Kohn-Sham gap ... 9.17 eV
SMILES ... O=c1cc(CO)n(O)o1

Each line ends with the natural charge from an NBO analysis.
CARTESIAN COORDINATES (ANGSTROEM)
C  1.397  -0.279  -0.739  -0.1336
C  0.251  0.352  -0.047  0.1690
C  -0.098  1.566  0.389  -0.3729
C  -1.479  1.538  0.964  0.7403
H  0.877  -1.989  -1.209  0.4647
H  2.189  0.544  -1.208  0.2079
H  2.195  -0.870  -0.112  0.2123
H  0.345  2.517  0.376  0.2524
H  -1.090  -2.468  0.282  0.4863
N  -0.880  -0.547  0.144  0.0902
O  1.133  -1.166  -1.798  -0.6776
O  -2.239  2.388  1.448  -0.5244
O  -1.977  0.129  0.551  -0.3617
O  -0.625  -1.716  0.958  -0.5528



Here is a molecular structure, C15H10F6HfN5PS2SbSe4 from OMol25. Energies are from wB97M-V/def2-TZVPD.

Kohn-Sham gap (alpha / beta) ... 5.89 / 4.94 eV
2S+1 ... 2
Charge ... +2
⟨S²⟩ ... 0.7575

Each line ends with the natural charge from an NBO analysis.
CARTESIAN COORDINATES (ANGSTROEM)
Hf  -0.531  -1.303  0.380  2.1908
N  1.771  0.641  2.450  -0.7366
C  2.295  -0.349  1.735  0.3073
N  1.586  -1.293  1.105  -0.7126
C  2.444  -2.185  0.446  0.1776
C  3.752  -1.915  0.555  -0.4128
S  3.996  -0.520  1.542  0.5098
C  1.781  -3.291  -0.230  0.0823
C  2.305  -4.287  -0.961  -0.3861
S  1.077  -5.418  -1.394  0.5218
C  -0.097  -4.469  -0.584  0.2930
N  0.388  -3.341  -0.056  -0.7068
N  -1.382  -4.837  -0.505  -0.7537
H  0.778  0.798  2.474  0.4282
H  2.360  1.328  2.890  0.4335
H  4.587  -2.464  0.153  0.2757
H  3.332  -4.453  -1.238  0.2768
H  -1.655  -5.751  -0.828  0.4290
H  -1.963  -4.420  0.205  0.4216
N  1.762  8.231  -2.137  -0.2237
C  1.500  7.149  -1.857  0.2377
C  1.172  5.791  -1.506  -0.1169
C  -0.141  5.461  -1.174  -0.1476
C  -0.454  4.159  -0.840  -0.1814
C  0.547  3.182  -0.831  -0.1348
C  1.861  3.518  -1.165  -0.1706
C  2.172  4.821  -1.504  -0.1631
C  0.224  1.836  -0.483  0.2899
C  -0.052  0.684  -0.186  -0.8263
H  -0.904  6.226  -1.182  0.2471
H  -1.469  3.889  -0.584  0.2300
H  2.628  2.756  -1.170  0.2232
H  3.183  5.094  -1.771  0.2478
F  -2.051  -2.568  1.478  -0.5911
P  -2.591  -1.313  2.575  2.6442
F  -2.473  -0.406  1.130  -0.5616
F  -4.062  -1.675  2.233  -0.5320
F  -2.418  -2.289  3.755  -0.5142
F  -0.895  -0.988  2.573  -0.5652
F  -2.871  -0.037  3.388  -0.5139
Se  -5.557  -2.704  -0.912  0.0758
Sb  -3.995  -0.754  -1.607  0.9891
Se  -5.487  -2.254  -3.149  0.1508
Se  -4.691  1.420  -1.212  -0.2763
Se  -1.766  -1.701  -2.002  -0.4558



Here is a molecular structure, C30H35BMnN10O2Te at a distorted geometry from OMol25. Energies are from wB97M-V/def2-TZVPD.

Kohn-Sham gap (alpha / beta) ... 7.40 / 7.56 eV
2S+1 ... 2
⟨S²⟩ ... 1.0458

Each line ends with the Löwdin charge.
CARTESIAN COORDINATES (ANGSTROEM)
Mn  0.337  0.488  -0.038  0.5672
C  0.175  2.717  3.675  -0.0540
C  0.867  2.121  2.616  -0.1537
N  0.014  1.571  1.759  -0.0480
N  -1.225  1.786  2.242  -0.0070
C  -1.158  2.474  3.393  -0.0655
B  -2.433  1.204  1.462  -0.5015
N  -2.249  -0.328  1.410  -0.0180
C  -2.967  -1.311  1.978  -0.0719
C  -2.370  -2.517  1.673  -0.0494
C  -1.263  -2.165  0.895  -0.1855
N  -1.198  -0.849  0.740  -0.0420
N  -2.395  1.750  0.028  -0.0109
C  -3.310  2.473  -0.642  -0.0718
C  -2.815  2.740  -1.901  -0.0457
C  -1.558  2.124  -1.913  -0.1353
N  -1.318  1.532  -0.752  -0.0194
H  0.581  3.249  4.516  0.0949
H  1.927  2.066  2.425  0.1238
H  -2.059  2.741  3.919  0.1215
H  -3.464  1.491  2.008  0.1209
H  -3.856  -1.076  2.539  0.1196
H  -2.692  -3.502  1.961  0.0932
H  -0.503  -2.798  0.462  0.0938
H  -4.241  2.739  -0.171  0.1191
H  -3.291  3.293  -2.690  0.0932
H  -0.814  2.084  -2.694  0.1102
O  3.391  0.877  -2.884  0.0486
C  2.500  1.033  -2.059  -0.6167
O  1.649  0.172  -1.657  -0.2894
C  2.329  2.388  -1.405  -0.1640
C  3.164  3.459  -1.691  0.0096
C  2.874  4.685  -1.124  -0.0529
C  1.745  4.804  -0.323  -0.0486
C  0.976  3.680  -0.085  -0.1203
N  1.281  2.482  -0.589  0.0738
H  3.996  3.294  -2.360  0.1202
H  3.503  5.544  -1.318  0.1076
H  1.459  5.752  0.110  0.1047
H  0.079  3.732  0.519  0.1100
C  -2.504  -2.163  -2.578  -0.4308
Te  -0.439  -1.647  -2.409  1.4050
C  -0.745  -0.790  -4.335  -0.4093
C  -1.922  -1.530  -4.921  -0.2927
C  -2.157  -1.554  -6.291  -0.0457
C  -3.244  -2.242  -6.809  -0.0930
C  -4.107  -2.912  -5.954  -0.0937
C  -3.878  -2.889  -4.586  -0.0476
C  -2.790  -2.203  -4.058  -0.2950
H  -3.092  -1.390  -2.079  0.0578
H  -2.712  -3.115  -2.092  0.0512
H  0.154  -0.889  -4.938  0.0609
H  -0.966  0.271  -4.214  0.0445
H  -1.476  -1.037  -6.957  0.1122
H  -3.411  -2.263  -7.878  0.0985
H  -4.952  -3.460  -6.352  0.0981
H  -4.547  -3.419  -3.917  0.1105
C  1.499  -1.965  5.074  -0.1620
C  0.639  -0.845  4.539  -0.1833
N  0.677  -0.884  3.092  0.0824
C  1.811  -1.078  2.355  -0.3442
N  1.844  -0.699  1.102  0.0514
C  3.079  -1.018  0.362  -0.2054
C  3.822  -2.222  0.891  -0.1590
C  4.090  -2.011  2.357  -0.1715
N  2.828  -1.735  3.018  -0.0432
C  2.878  -1.814  4.471  -0.1628
H  1.072  -2.927  4.784  0.1221
H  1.560  -1.927  6.162  0.1167
H  0.994  0.120  4.926  0.1118
H  -0.401  -0.959  4.845  0.1226
H  0.000  -0.319  2.615  0.0742
H  3.742  -0.143  0.379  0.1268
H  2.814  -1.178  -0.676  0.0916
H  4.754  -2.360  0.342  0.1208
H  3.217  -3.124  0.757  0.1235
H  4.801  -1.186  2.504  0.1294
H  4.520  -2.899  2.826  0.1189
H  3.372  -0.924  4.887  0.1288
H  3.505  -2.671  4.724  0.1188



Here is a molecular structure, C3H8BaO3 at a distorted geometry from OMol25. Energies are from wB97M-V/def2-TZVPD.

Kohn-Sham gap ... 7.97 eV

Each line ends with the Löwdin charge.
CARTESIAN COORDINATES (ANGSTROEM)
O  -1.969  1.824  -0.114  -0.7201
C  -3.148  1.101  -0.246  -0.3926
C  -2.951  -0.369  0.111  -0.2204
O  -1.791  -0.815  -0.607  -0.4481
C  -1.540  -2.208  -0.521  -0.0944
Ba  -0.030  1.029  -0.617  2.0322
H  -3.528  1.151  -1.288  0.1095
H  -3.953  1.487  0.410  0.1124
H  -3.816  -0.979  -0.189  0.1248
H  -2.455  -2.765  -0.768  0.0951
H  -0.748  -2.446  -1.239  0.0945
H  -1.209  -2.478  0.493  0.1023
O  1.888  0.365  0.535  -0.8103
H  2.611  0.886  0.880  -0.1245
H  -2.763  -0.514  1.205  0.1396



Calculated relative energy (zero: lowest compared OMol25 entry of this formula, charge and spin) (kcal per mole), listed in the same order as above: 130.77; 0.00; 26.78; 0.00